1.
DFT (ωB97M-V/def2-TZVPD) results for a cluster of 9 separate species, C44H70N4O18 in total in a non-equilibrium geometry.

Calculated values
HOMO level ... -9.383 eV
SMILES string ... O=[N+]([O-])c1ccccc1.O=[N+]([O-])c1ccccc1.O=[N+]([O-])c1ccccc1.O=[N+]([O-])c1ccccc1.COCCOC.COCCOC.COCCOC.COCCOC.COCCOC
Relative energy (zero: lowest compared OMol25 entry of this formula, charge and spin) ... 0.0 kJ/mol
Energy ... -89559.06294 eV
HOMO-LUMO gap ... 8.8 eV
Charge ... 0

Last column: Mulliken charge in e.
Element x y z (Å)
C -11.0485 -8.2731 -20.6167  -0.518
C -9.7738 -8.4089 -20.1036  -0.510
C -9.0143 -9.5012 -20.5048  -0.280
C -9.5002 -10.3646 -21.4904  0.094
C -10.7894 -10.2862 -21.9339  -0.350
C -11.5297 -9.1568 -21.5552  -0.327
N -8.6285 -11.4429 -22.0242  1.024
O -8.9712 -11.9948 -23.0389  -0.593
O -7.6713 -11.7295 -21.3476  -0.577
H -11.7158 -7.4658 -20.3368  0.362
H -9.3498 -7.7898 -19.3258  0.482
H -7.9863 -9.5359 -20.1724  0.430
H -11.2430 -10.9573 -22.6474  0.403
H -12.4595 -9.0516 -22.0990  0.361
C -7.6289 -5.3064 -5.2245  -0.301
C -8.4434 -6.3911 -4.9824  -0.724
C -8.7265 -7.2221 -6.0685  0.046
C -8.2939 -6.9230 -7.3384  -0.085
C -7.5303 -5.7830 -7.5256  -0.122
C -7.2450 -4.8973 -6.4900  -0.708
N -8.7075 -7.6896 -8.5326  0.999
O -8.1210 -7.5473 -9.5906  -0.532
O -9.6154 -8.4791 -8.3384  -0.542
H -7.3669 -4.6499 -4.3972  0.334
H -8.8533 -6.5122 -3.9924  0.408
H -9.3038 -8.1211 -5.8830  0.347
H -7.0949 -5.5031 -8.4788  0.420
H -6.7320 -3.9892 -6.7636  0.409
C -12.6106 -4.1274 -7.5428  -0.577
C -13.4863 -5.2306 -7.5862  -0.588
C -13.4263 -6.1009 -8.6419  -0.433
C -12.5081 -5.8433 -9.6641  -0.262
C -11.6753 -4.7646 -9.6336  0.258
C -11.7270 -3.8530 -8.5753  -0.571
N -12.3396 -6.8407 -10.7084  1.102
O -13.0808 -7.8185 -10.7288  -0.634
O -11.4676 -6.7013 -11.5445  -0.532
H -12.8325 -3.4711 -6.7092  0.383
H -14.2241 -5.3009 -6.8006  0.420
H -13.9816 -7.0267 -8.7113  0.541
H -10.9039 -4.5237 -10.3525  0.300
H -10.9906 -3.0665 -8.5129  0.431
C -12.6955 -12.4326 -9.2189  -0.545
C -12.3415 -11.1657 -9.6077  -0.856
C -12.4537 -10.0496 -8.7627  0.404
C -13.0410 -10.2749 -7.5471  0.182
C -13.4032 -11.5572 -7.1092  -0.634
C -13.2090 -12.6431 -7.9360  -0.565
N -13.0848 -9.1881 -6.5851  0.838
O -14.0573 -9.1005 -5.8469  -0.615
O -12.1473 -8.4202 -6.5301  -0.390
H -12.5119 -13.2542 -9.8968  0.388
H -11.8635 -11.0076 -10.5668  0.481
H -12.0182 -9.1365 -9.1298  0.428
H -13.8341 -11.6956 -6.1277  0.451
H -13.3225 -13.6314 -7.5118  0.402
C -2.5755 -8.0381 -15.4939  -0.671
O -2.8537 -7.6438 -14.1766  -0.356
C -4.0344 -8.1617 -13.6552  -0.783
C -5.3109 -7.5236 -14.2064  0.081
O -5.4415 -6.1520 -13.8684  -0.131
C -4.5299 -5.2717 -14.4799  -0.942
H -2.7046 -9.1198 -15.6054  0.311
H -1.6126 -7.7895 -15.9364  0.286
H -3.2826 -7.5665 -16.1882  0.240
H -4.1345 -7.9413 -12.5870  0.331
H -4.0660 -9.2574 -13.7188  0.435
H -6.1457 -8.1453 -13.8720  -0.061
H -5.4187 -7.6500 -15.2932  0.298
H -3.5726 -5.3674 -13.9668  0.357
H -4.9213 -4.2852 -14.1988  0.287
H -4.5340 -5.2639 -15.5750  0.335
C -5.9508 -15.2113 -18.0787  -0.746
O -6.9174 -14.2215 -18.3494  -0.243
C -8.2087 -14.6658 -17.9545  -0.690
C -8.7835 -13.6562 -16.9802  -0.407
O -8.0248 -13.7714 -15.7892  -0.400
C -8.3143 -12.7805 -14.7987  -0.429
H -5.0368 -14.9561 -18.6158  0.247
H -6.1943 -16.1841 -18.5310  0.326
H -5.8146 -15.3935 -17.0112  0.261
H -8.1884 -15.6351 -17.4542  0.390
H -8.8704 -14.7455 -18.8210  0.358
H -9.8368 -13.8339 -16.7301  0.382
H -8.7386 -12.6496 -17.4113  0.291
H -7.5902 -11.9683 -14.8818  0.250
H -8.2853 -13.2886 -13.8399  0.143
H -9.2986 -12.3718 -15.0366  0.258
C -9.0207 -7.9397 -15.8144  -0.365
O -9.7891 -8.3858 -14.7046  -0.494
C -9.2028 -9.4218 -13.9635  0.035
C -9.5567 -9.4028 -12.4610  -0.019
O -9.1420 -10.7012 -12.0578  -0.142
C -8.8285 -10.8524 -10.6931  -0.397
H -8.2730 -7.1798 -15.5750  -0.071
H -9.7358 -7.3930 -16.4335  0.218
H -8.6741 -8.8787 -16.2524  0.467
H -8.1106 -9.4261 -13.9612  0.170
H -9.6500 -10.3566 -14.3061  0.025
H -10.6180 -9.2037 -12.2948  0.128
H -8.9641 -8.6800 -11.8908  0.145
H -8.7653 -11.9080 -10.4328  0.185
H -9.5304 -10.3696 -10.0073  -0.022
H -7.8531 -10.3780 -10.5255  0.270
C -8.7256 -4.6562 -12.8857  0.609
O -9.2673 -4.0972 -14.0588  -0.390
C -8.3795 -4.2878 -15.1585  0.787
C -8.6953 -3.3184 -16.3035  -0.784
O -9.7224 -3.6891 -17.1972  -0.357
C -10.9304 -3.9766 -16.5451  -0.519
H -9.4139 -4.6240 -12.0359  -0.692
H -7.9069 -4.0638 -12.4582  0.292
H -8.4571 -5.7055 -13.0247  0.143
H -8.7190 -5.2558 -15.5388  -0.255
H -7.2993 -4.2896 -15.0187  -0.118
H -7.7881 -3.1504 -16.8855  0.358
H -9.0038 -2.3393 -15.9057  0.357
H -11.7463 -4.1373 -17.2486  0.282
H -11.2684 -3.1198 -15.9426  0.285
H -10.9179 -4.8041 -15.8314  0.098
C -10.3962 -14.8636 -11.1190  -0.674
O -10.4298 -14.8512 -9.6903  -0.191
C -10.6735 -16.1529 -9.1895  -0.481
C -10.0778 -16.2537 -7.7727  -0.458
O -10.3831 -17.4970 -7.1910  -0.392
C -9.5327 -18.5867 -7.5565  -0.686
H -10.3395 -13.8110 -11.3928  0.024
H -11.2714 -15.3667 -11.5374  0.369
H -9.4976 -15.3999 -11.4394  0.434
H -10.1205 -16.8888 -9.7914  0.389
H -11.7106 -16.4924 -9.2344  0.286
H -10.6788 -15.5504 -7.1912  0.249
H -9.0245 -15.9743 -7.7848  0.306
H -8.5013 -18.2993 -7.7688  0.325
H -9.9192 -19.0144 -8.4866  0.264
H -9.6388 -19.2904 -6.7378  0.247



2.
DFT (ωB97M-V/def2-TZVPD) results for a cluster of 13 separate species, C44H71NO32 in total in a non-equilibrium geometry.

Calculated values
HOMO level ... -9.819 eV
Energy ... -113788.29469 eV
HOMO-LUMO gap ... 9.7 eV
Charge ... 0

Last column: Mulliken charge in e.
Element x y z (Å)
O 2.9745 7.4200 1.8913  -0.586
C 2.0314 7.4036 2.6575  0.753
O 1.3966 6.3659 3.1193  -0.343
C 1.7314 5.0355 2.7115  -0.606
C 0.6795 4.4090 1.8762  0.157
C 1.4222 8.7086 3.2131  -1.004
H 1.9048 4.4214 3.5962  0.304
H 2.6791 4.9644 2.1760  0.409
H 0.7406 4.8124 0.8654  0.050
H -0.2911 4.6041 2.3393  0.327
H 0.6803 3.3191 1.8849  -0.307
H 0.8634 9.1928 2.4124  0.252
H 2.2010 9.4257 3.4711  0.322
H 0.8328 8.5107 4.1062  0.305
O -0.0126 -1.4606 0.9210  -0.094
C -0.4333 -1.1149 -0.1550  0.616
O -0.1454 0.0786 -0.6884  -0.310
C 0.6858 1.0252 -0.0238  1.609
C 2.2231 0.9151 -0.3023  -1.169
C -1.2636 -2.0123 -1.0659  -1.181
H 0.5476 1.0541 1.0568  -0.763
H 0.2773 1.9417 -0.4463  -0.305
H 2.2644 0.6193 -1.3544  0.499
H 2.7495 0.1064 0.2057  -0.301
H 2.8057 1.8227 -0.1498  0.600
H -1.3043 -3.0177 -0.6547  0.155
H -0.8799 -1.9690 -2.0832  0.434
H -2.2398 -1.5285 -0.9877  0.021
O -1.1355 -2.8780 6.6676  -0.607
C -1.6775 -3.4755 5.7563  0.890
O -1.1621 -4.3145 4.8706  -0.259
C 0.2201 -4.6817 4.7909  -0.675
C 0.8451 -3.5566 4.0413  -0.447
C -3.1332 -3.2685 5.5729  -0.958
H 0.1907 -5.5954 4.1976  0.289
H 0.6418 -4.8980 5.7723  0.356
H 1.8065 -3.8640 3.6263  0.542
H 1.0216 -2.7199 4.7184  0.366
H 0.1794 -3.2155 3.2491  -0.160
H -3.6920 -4.1931 5.7348  0.356
H -3.3964 -2.9695 4.5565  0.079
H -3.5835 -2.5561 6.2603  0.345
O 1.3063 2.3697 -4.8276  -0.676
C 0.1146 2.6204 -4.6139  0.221
O -0.8324 2.7086 -5.5069  -0.197
C -0.4813 2.6677 -6.8681  -0.184
C -1.7028 2.4724 -7.7689  -1.267
C -0.4214 2.7047 -3.1688  0.956
H 0.2090 1.8476 -7.0625  0.329
H -0.0056 3.5818 -7.2272  0.272
H -1.3803 1.9629 -8.6787  0.348
H -2.3193 3.2858 -8.1532  0.335
H -2.4474 1.8112 -7.3205  0.320
H -0.7777 1.6764 -3.0786  -0.073
H -1.2428 3.4105 -3.0497  0.504
H 0.2914 2.9591 -2.3911  -0.939
C -0.4591 -7.8947 -2.9425  -1.229
C -1.8168 -7.4321 -2.3365  -0.050
C -2.5643 -6.2874 -3.0536  0.179
C -1.7625 -5.1032 -3.3401  0.216
N -1.1664 -4.1305 -3.6085  -0.504
H -0.5419 -8.2661 -3.9634  0.344
H -0.0076 -8.6638 -2.3159  0.391
H 0.2794 -7.0914 -2.9322  0.224
H -1.6103 -7.0030 -1.3550  0.058
H -2.4536 -8.3117 -2.2551  0.362
H -3.3722 -5.8987 -2.4327  -0.326
H -2.9885 -6.5999 -4.0093  0.403
C -5.2436 -4.3834 0.7543  -0.497
C -4.7474 -5.7091 0.2413  -0.094
O -3.3461 -5.6203 0.5747  -0.368
C -3.0244 -4.4709 1.1798  0.603
O -1.9501 -4.2223 1.6614  -0.377
O -4.1467 -3.6232 1.2236  -0.262
H -5.9435 -4.4544 1.5896  0.280
H -5.8277 -3.8120 0.0312  0.266
H -4.8179 -5.7469 -0.8443  0.140
H -5.2363 -6.5481 0.7311  0.276
C 3.7870 4.0240 -2.3367  -0.119
C 3.3791 4.7900 -3.6540  -0.494
O 2.0491 5.1058 -3.4260  -0.356
C 1.7091 4.9840 -2.1273  0.660
O 0.6403 5.2825 -1.6200  -0.495
O 2.8372 4.6208 -1.4343  -0.185
H 4.8407 4.1633 -2.1073  0.364
H 3.5384 2.9649 -2.4047  0.105
H 3.5762 4.1493 -4.5144  0.303
H 3.9709 5.6755 -3.8920  0.306
C 4.3679 -1.1198 3.7687  -0.503
C 5.2161 0.1370 3.2891  -0.092
O 4.2043 1.1164 3.1338  -0.391
C 3.0118 0.5824 3.1880  0.421
O 1.9660 1.1671 3.1961  -0.472
O 3.0711 -0.7222 3.3728  -0.001
H 4.2868 -1.4078 4.8172  0.336
H 4.7668 -1.9871 3.2426  0.245
H 5.7774 -0.1808 2.4134  0.011
H 5.8506 0.4317 4.1233  0.329
C -4.7134 0.4912 -1.0410  0.603
C -4.0392 1.0417 -2.3018  0.177
O -4.7284 2.2334 -2.6617  -0.365
C -5.8069 2.3001 -1.8971  0.567
O -6.7305 3.0751 -1.9675  -0.587
O -5.7232 1.3777 -0.8845  -0.436
H -3.9793 0.5787 -0.2363  -0.502
H -5.1760 -0.4976 -1.0659  0.261
H -4.2437 0.3045 -3.0795  0.546
H -2.9992 1.2860 -2.0955  -0.191
C 5.7343 -0.3738 -2.1686  0.528
C 6.9808 -0.0352 -1.3161  -0.071
O 7.9004 -1.0023 -1.8128  -0.370
C 7.3598 -1.8770 -2.6399  0.706
O 7.8795 -2.8606 -3.1264  -0.582
O 6.0851 -1.5949 -2.8271  -0.380
H 5.5265 0.3889 -2.9178  0.228
H 4.8886 -0.5196 -1.4980  -0.385
H 6.8653 -0.2254 -0.2487  0.037
H 7.2662 1.0142 -1.3818  0.302
C -3.5680 5.3282 -0.6744  -0.399
C -3.0955 5.6052 0.7468  -0.307
O -2.8643 4.3234 1.2868  -0.404
C -2.8447 3.4141 0.3598  0.360
O -2.3631 2.3367 0.5024  -0.125
O -3.2719 3.9256 -0.7961  -0.288
H -2.9892 5.9839 -1.3246  0.264
H -4.6251 5.4611 -0.8994  0.283
H -3.8722 6.0440 1.3727  0.317
H -2.1567 6.1537 0.8145  0.237
C -2.2083 -0.1821 2.9108  2.120
C -1.0663 -0.0908 3.9063  1.784
O -1.6001 0.8698 4.8235  -0.471
C -2.9052 1.1451 4.6131  0.500
O -3.5653 1.9686 5.2304  -0.607
O -3.3436 0.3071 3.6269  -0.500
H -2.4477 -1.2245 2.6964  -0.714
H -2.1662 0.3584 1.9653  -1.105
H -0.2259 0.4400 3.4638  -0.455
H -0.8287 -1.1146 4.1897  -0.493
C 1.7981 -4.0272 -1.0768  0.208
C 1.5095 -4.3099 0.3838  0.296
O 2.6808 -3.7782 0.9483  -0.397
C 3.2537 -2.8572 0.0935  0.622
O 4.0543 -1.9768 0.4358  -0.498
O 2.7484 -2.9634 -1.1094  -0.345
H 0.9209 -3.5905 -1.5571  -0.174
H 1.9922 -4.9398 -1.6390  0.195
H 1.3258 -5.3613 0.6093  0.451
H 0.7225 -3.8033 0.9465  -0.357



3.
DFT (ωB97M-V/def2-TZVPD) results for a cluster of 10 separate species, C44H72Br19NO4 in total in a non-equilibrium geometry.

Calculated values
HOMO level ... -8.332 eV
SMILES string ... CCCCCCCC1=C(CC)C(=O)c2c(CC(=O)Br)c(CCO)cc(NCCC)c2C1=O.BrCCBr.BrCCBr.BrCCBr.BrCCBr.BrCCBr.BrCCBr.BrCCBr.BrCCBr.BrCCBr
Energy ... -1387284.98225 eV
HOMO-LUMO gap ... 7.8 eV
Charge ... 0

Last column: Mulliken charge in e.
Element x y z (Å)
C 1.6963 -2.8468 3.9127  -1.379
C 2.3094 -1.6020 4.5974  -0.390
C 2.8522 -0.5592 3.6121  -0.400
C 2.9833 0.8569 4.2044  -0.520
C 1.8974 1.8410 3.6985  -0.538
C 0.5003 1.2113 3.6770  -0.060
C -0.6614 2.2415 3.5539  -0.886
C -1.4019 1.9532 2.2756  0.429
C -1.1637 2.5452 1.0912  0.952
C -0.1443 3.6232 0.8185  -0.013
C -0.4820 5.0138 1.3919  -0.593
C -1.9652 2.0801 -0.0783  -0.117
O -2.3490 2.8436 -0.9306  -0.640
C -2.2752 0.6145 -0.1018  0.850
C -2.2943 -0.1314 -1.3136  0.623
C -2.0316 0.5613 -2.6241  0.365
C -3.2542 1.1151 -3.3303  0.525
O -3.1711 1.9266 -4.1718  -0.476
Br -5.0137 0.4283 -2.8615  -0.170
C -2.5605 -1.5357 -1.2127  0.220
C -2.5414 -2.4148 -2.4444  -0.845
C -1.1149 -2.9529 -2.6423  -0.399
O -0.7259 -3.8358 -1.5961  -0.299
C -2.8309 -2.1326 0.0386  -0.012
C -2.8327 -1.3899 1.2482  -0.377
N -3.0933 -2.0428 2.4663  -0.021
C -4.4575 -2.5942 2.6005  -0.795
C -5.5993 -1.6554 2.1685  -0.422
C -6.1143 -1.9020 0.7326  -0.835
C -2.5329 0.0006 1.1552  0.512
C -2.4438 0.8862 2.3562  -0.929
O -3.1508 0.7699 3.3286  -0.650
H 2.2941 -3.7279 4.1426  0.344
H 0.6732 -2.9974 4.2542  0.268
H 1.6854 -2.7405 2.8274  0.408
H 1.5732 -1.1461 5.2604  0.384
H 3.1430 -1.9290 5.2220  0.431
H 2.2790 -0.5530 2.6832  0.456
H 3.8559 -0.8890 3.3365  -0.100
H 3.9339 1.2595 3.8586  0.178
H 2.9489 0.8307 5.2938  0.407
H 1.8796 2.7017 4.3685  0.114
H 2.2047 2.1344 2.6938  0.142
H 0.4584 0.5552 2.8048  0.091
H 0.3653 0.5606 4.5414  0.222
H -0.2947 3.2623 3.5798  0.331
H -1.3686 2.0489 4.3596  0.503
H 0.8027 3.2790 1.2353  -0.045
H -0.0300 3.6973 -0.2590  -0.193
H -1.5501 5.2132 1.4293  0.465
H -0.0040 5.1366 2.3620  0.375
H -0.0150 5.7532 0.7363  -0.372
H -1.3885 1.4192 -2.4735  -1.625
H -1.5452 -0.0834 -3.3576  0.743
H -2.7622 -1.8468 -3.3440  0.430
H -3.2041 -3.2653 -2.3093  0.050
H -0.4310 -2.0961 -2.6614  0.414
H -1.0054 -3.4760 -3.5947  -0.061
H -0.0403 -3.4330 -1.0609  0.217
H -3.0211 -3.1988 0.0626  0.200
H -2.8857 -1.4434 3.2503  0.401
H -4.5036 -3.4985 1.9926  0.110
H -4.6141 -2.8597 3.6443  0.607
H -5.3240 -0.6078 2.2873  0.241
H -6.4496 -1.8428 2.8281  0.423
H -7.1693 -1.6543 0.6409  0.428
H -5.9497 -2.9495 0.4727  0.213
H -5.5512 -1.3090 0.0114  0.036
Br 6.7201 1.2824 5.1169  -0.125
C 6.6552 2.4254 6.6931  -0.564
C 5.3021 2.3991 7.3533  -0.664
Br 3.9850 3.4518 6.3808  -0.101
H 6.9443 3.4201 6.3707  0.369
H 7.4112 2.0269 7.3658  0.344
H 5.3560 2.8528 8.3404  0.382
H 4.8989 1.3946 7.4377  0.374
Br 1.1194 2.3410 -2.6755  -0.180
C -0.0414 3.3744 -3.8549  -0.646
C 0.7600 4.2766 -4.7485  -0.519
Br 1.4324 5.8229 -3.7746  -0.088
H -0.7334 3.9162 -3.2166  0.491
H -0.5934 2.6427 -4.4405  0.383
H 0.1384 4.6845 -5.5417  0.277
H 1.6213 3.7787 -5.1851  0.304
Br -0.9713 -5.8800 -4.6683  -0.177
C -1.3844 -6.9130 -3.0738  -0.349
C -2.7801 -7.4733 -3.0900  -0.401
Br -4.1154 -6.1145 -2.7077  -0.128
H -1.2039 -6.2530 -2.2289  0.114
H -0.6581 -7.7229 -3.0650  0.431
H -2.8895 -8.2107 -2.2966  0.267
H -3.0580 -7.9208 -4.0390  0.214
Br 1.3799 7.8608 0.3644  -0.139
C -0.2373 8.3524 -0.5963  -0.530
C -0.7513 9.7007 -0.1702  -0.656
Br -1.6261 9.6196 1.5655  -0.143
H -0.9573 7.5570 -0.4255  0.368
H 0.0444 8.3656 -1.6472  0.327
H -1.5134 10.0516 -0.8626  0.380
H 0.0365 10.4423 -0.0907  0.400
Br 6.6352 4.4450 -3.0690  -0.156
C 5.7579 5.1244 -4.6665  -0.570
C 4.4975 4.3650 -4.9754  -0.137
Br 4.8731 2.6192 -5.7531  -0.126
H 6.4850 5.0739 -5.4704  0.412
H 5.5261 6.1647 -4.4484  0.360
H 3.9101 4.8925 -5.7249  0.017
H 3.8862 4.1905 -4.0960  0.170
Br -3.9104 -10.1967 -5.2949  -0.132
C -5.5174 -10.2301 -4.1965  -0.595
C -5.2572 -10.8309 -2.8414  -0.460
Br -5.0992 -12.7673 -2.9283  -0.128
H -6.2689 -10.7738 -4.7591  0.429
H -5.8201 -9.1891 -4.0972  0.309
H -6.0947 -10.6380 -2.1748  0.373
H -4.3422 -10.4624 -2.3891  0.227
Br 1.7127 5.6802 -8.0277  -0.119
C 0.1057 6.5312 -8.7237  -0.631
C -0.2752 7.7534 -7.9327  -0.537
Br -1.1071 7.3057 -6.2295  -0.128
H -0.6732 5.7758 -8.7283  0.382
H 0.3516 6.8057 -9.7470  0.363
H -1.0247 8.3294 -8.4708  0.339
H 0.5760 8.3873 -7.7070  0.371
Br 9.4503 -3.3622 2.7535  -0.161
C 8.5306 -2.0123 3.8097  -0.615
C 7.2974 -2.5656 4.4707  -0.507
Br 5.8342 -2.7797 3.2049  -0.110
H 8.3113 -1.1858 3.1415  0.347
H 9.2499 -1.6916 4.5599  0.376
H 6.9281 -1.8699 5.2218  0.251
H 7.4638 -3.5369 4.9249  0.422
Br -0.1120 -8.1001 2.5647  -0.154
C -0.1623 -6.1684 2.3275  -0.526
C -1.5367 -5.6085 2.5733  -0.092
Br -2.7352 -5.9701 1.0837  -0.148
H 0.1957 -5.9668 1.3229  0.350
H 0.5444 -5.7696 3.0521  0.224
H -1.4940 -4.5224 2.6505  -0.131
H -2.0064 -6.0189 3.4613  0.481



Q: Which of these has the highest energy?
A: C44H70N4O18



Q: Look up the energy of the second one.
A: -113788.29469 eV